Entry from OMol25: C25H35GeN3OSSnTe as an isolated structure (ωB97M-V with the def2-TZVPD basis set).

As for the net charge: -1. The LUMO energy (alpha / beta) comes out at 0.0870 / 0.0870 Eh. Its multiplicity is 2. As for the largest force on an atom: 0.8 eV Å⁻¹. As for the gap between HOMO and LUMO (alpha / beta): 0.1885 / 0.2127 Ha. The calculation puts the electronic energy at -4170.43939 Eh. The calculation puts the energy relative to the best compared isomer or geometry (same formula, charge and spin) at 1.8 kcal per mole.

The geometry in XYZ format:
```
68
Properties=species:S:1:pos:R:3:mulliken_charge:R:1
Sn 1.2717 1.5583 -0.1383 0.53
O 4.1134 0.0767 -0.0844 -0.52
N 4.6998 0.2356 1.2115 0.20
C 5.7741 -0.6181 1.4397 -0.45
C 6.0104 -1.1547 2.6674 -0.38
C 5.1392 -0.8750 3.7356 -0.50
C 4.0560 -0.0137 3.4908 -0.60
C 3.8100 0.5473 2.2607 0.27
S 2.6220 1.8125 2.0559 -0.51
H 6.4195 -0.7570 0.5844 0.40
H 6.8888 -1.7726 2.8044 0.38
H 5.3023 -1.2960 4.7162 0.36
H 3.3897 0.2716 4.2937 0.36
C 0.1308 6.3355 -1.6092 -1.25
Ge -0.0047 4.3729 -1.7496 0.42
C 0.5775 3.8916 -3.5753 -1.22
C -1.9399 3.9570 -1.7418 -1.18
C 1.0047 3.5386 -0.3670 -0.90
H -0.4212 6.8369 -2.4053 0.36
H 1.1759 6.6402 -1.6656 0.35
H -0.2662 6.6662 -0.6494 0.37
H -0.0533 4.3482 -4.3399 0.38
H 0.5346 2.8076 -3.6886 0.32
H 1.6097 4.2033 -3.7336 0.34
H -2.4977 4.6690 -2.3521 0.40
H -2.3349 3.9884 -0.7262 0.34
H -2.1138 2.9600 -2.1491 0.25
H 1.5687 4.2447 0.2398 0.27
Te -2.2260 0.6001 -0.2668 0.27
C -4.3502 0.8214 -0.3386 -0.05
C -5.0786 0.9824 0.8356 -0.32
C -6.4608 1.0967 0.7958 -0.54
C -7.1275 1.0643 -0.4206 -0.39
C -6.4067 0.9209 -1.5961 -0.52
C -5.0236 0.8016 -1.5547 -0.21
C -2.4160 -1.4546 0.2191 0.22
C -2.7116 -2.3854 -0.7697 -0.43
C -2.8323 -3.7295 -0.4525 -0.56
C -2.6450 -4.1563 0.8554 -0.49
C -2.3439 -3.2316 1.8433 -0.42
C -2.2313 -1.8845 1.5257 -0.46
H -4.5615 1.0138 1.7860 0.34
H -7.0180 1.2164 1.7169 0.37
H -8.2054 1.1586 -0.4522 0.36
H -6.9202 0.9036 -2.5495 0.36
H -4.4643 0.6941 -2.4749 0.34
H -2.8395 -2.0574 -1.7932 0.39
H -3.0664 -4.4472 -1.2291 0.37
H -2.7335 -5.2067 1.1025 0.37
H -2.1940 -3.5568 2.8655 0.39
H -1.9841 -1.1664 2.2965 0.42
N 3.5897 -2.7269 0.0285 -0.27
C 2.7990 -2.9402 1.2419 -0.76
C 1.4771 -2.2048 1.0782 -0.04
N 0.7418 -2.5923 -0.1185 -0.06
C 1.5828 -2.4934 -1.3013 -0.59
C 2.9023 -3.2404 -1.1514 -0.74
H 4.5066 -3.1449 0.1303 0.23
H 3.8171 -0.8575 -0.1177 0.40
H 3.3515 -2.5257 2.0818 0.27
H 2.6228 -4.0139 1.4352 0.41
H 1.7035 -1.1417 0.9991 -0.42
H 0.8377 -2.3605 1.9496 0.40
H 0.3837 -3.5368 -0.0119 0.28
H 1.7957 -1.4312 -1.4557 0.03
H 1.0281 -2.8498 -2.1723 0.48
H 3.5364 -3.0897 -2.0283 0.40
H 2.6975 -4.3226 -1.0564 0.38
```